#w
CH9NSi2 | wB97M-V/def2-TZVPD

The geometry in ORCA input format:
```
! RIJCOSX wB97M-V def2-TZVPD def2/J DEFGRID3
* xyz 0 1
C -1.674 -0.707 0.594
N 2.336 -0.046 0.756
Si -1.429 0.742 -0.669
Si 1.553 -0.331 -0.752
H -2.289 -0.664 1.486
H -1.929 -1.555 -0.081
H -0.597 -0.826 0.918
H 1.993 -0.479 1.514
H 3.333 0.088 0.915
H -2.829 1.198 -0.662
H -1.102 0.418 -2.066
H -0.175 1.825 -0.291
H 2.807 0.337 -1.663
*
```

=====

#x
CH9NSi2 | wB97M-V/def2-TZVPD

The geometry in ORCA input format:
```
! RIJCOSX wB97M-V def2-TZVPD def2/J DEFGRID3
* xyz 0 1
C 1.672 1.088 -0.503
N -2.180 -0.327 -0.199
Si 1.306 -0.694 0.095
Si -2.868 0.745 1.026
H 2.498 1.130 -1.271
H 0.734 1.394 -0.944
H 2.162 1.643 0.217
H -2.219 -0.043 -1.168
H -1.637 -1.161 -0.158
H 2.441 -1.230 0.930
H 1.117 -1.807 -0.803
H 0.159 -0.318 0.852
H -3.185 -0.419 1.926
*
```

=====

Top of the stability list: #x, leading by 6.3 kcal/mol.

=====

#w
C3H3I2N | wB97M-V/def2-TZVPD

The geometry in ORCA input format:
```
! RIJCOSX wB97M-V def2-TZVPD def2/J DEFGRID3
* xyz 0 1
C -0.648 -0.802 -2.341
C -0.148 0.171 -0.181
C 0.455 -0.140 -1.556
N -1.354 -1.433 -3.005
I 2.290 -1.440 -1.900
I 0.769 1.796 -2.610
H -0.983 0.816 -0.129
H 0.724 0.626 0.423
H -0.309 -0.778 0.312
*
```

=====

#x
C3H3I2N | wB97M-V/def2-TZVPD

**SMILES string**: N#C[C@@H](I)CI

The geometry in ORCA input format:
```
! RIJCOSX wB97M-V def2-TZVPD def2/J DEFGRID3
* xyz 0 1
C 0.608 -0.476 -1.344
C -0.227 0.698 0.655
C -0.224 -0.509 -0.205
N 1.279 -0.391 -2.269
I -1.275 2.313 -0.359
I 0.973 -2.196 1.422
H -0.754 0.535 1.591
H 0.779 1.067 0.843
H -1.159 -1.040 -0.334
*
```

=====

Top of the stability list: #x, leading by 1.7 kcal/mol.

=====

#w
C3H4NS | wB97M-V/def2-TZVPD

The geometry in ORCA input format:
```
! RIJCOSX wB97M-V def2-TZVPD def2/J DEFGRID3
* xyz 1 1
C 0.162 1.643 0.052
C 1.682 -1.371 0.065
C -1.469 -0.170 -0.170
N -0.759 0.857 -0.032
S 2.157 0.068 -0.123
H 0.332 2.616 0.356
H 1.180 -2.298 0.270
H -1.771 -0.598 -1.069
H -1.513 -0.747 0.652
*
```

=====

#x
C3H4NS | wB97M-V/def2-TZVPD

The geometry in ORCA input format:
```
! RIJCOSX wB97M-V def2-TZVPD def2/J DEFGRID3
* xyz 1 1
C 1.093 2.107 -1.909
C -0.267 0.686 -0.396
C 0.838 -0.349 -0.093
N 0.223 1.723 -1.214
S 2.384 -0.107 -0.869
H -1.123 0.397 -1.082
H -0.619 1.264 0.384
H 1.135 -0.498 0.915
H 0.479 -1.531 -0.282
*
```

=====

#y
C3H4NS | wB97M-V/def2-TZVPD

The geometry in ORCA input format:
```
! RIJCOSX wB97M-V def2-TZVPD def2/J DEFGRID3
* xyz 1 1
C 1.561 0.780 -0.707
C -2.212 0.149 0.701
C -0.092 -0.885 0.075
N 0.696 0.070 -0.240
S -3.357 0.168 -0.277
H 1.652 1.808 -0.881
H -1.767 -0.086 1.621
H -0.174 -1.437 0.957
H -0.681 -1.372 -0.720
*
```

=====

Top of the stability list: #w, leading by 11.5 kcal/mol.

=====

#w
C3H5NOS3 | wB97M-V/def2-TZVPD

**SMILES string**: O=C1NS[C@H](CS)S1

The geometry in ORCA input format:
```
! RIJCOSX wB97M-V def2-TZVPD def2/J DEFGRID3
* xyz 0 1
C -0.691 1.360 1.115
C 0.335 0.498 0.325
C 0.860 -1.180 -1.661
H -2.720 0.556 -0.065
H -0.310 1.390 2.140
H -0.689 2.396 0.647
H 1.370 0.887 0.466
H 1.599 -2.605 -0.490
N 1.220 -1.716 -0.443
O 1.141 -1.572 -2.762
S -2.396 0.826 1.192
S 0.305 -1.232 0.955
S -0.024 0.392 -1.420
*
```

=====

#x
C3H5NOS3 | wB97M-V/def2-TZVPD

The geometry in ORCA input format:
```
! RIJCOSX wB97M-V def2-TZVPD def2/J DEFGRID3
* xyz 0 1
C 0.923 -0.421 -0.750
C -1.112 -0.686 0.475
C -1.982 0.292 0.038
H 4.098 -0.104 1.311
H 1.138 -0.880 -1.728
H -1.644 -1.705 0.630
H -0.613 -0.516 1.432
H -0.086 2.187 0.137
N 1.462 0.346 0.049
O -0.341 -1.023 -0.583
S 3.134 0.533 -0.341
S -1.435 2.020 -0.273
S -3.543 -0.043 -0.398
*
```

=====

Top of the stability list: #w, leading by 114.5 kcal/mol.

=====

#w
C3H5NOS3 | wB97M-V/def2-TZVPD

**SMILES string**: O=C(S)CS/C=N\S

The geometry in ORCA input format:
```
! RIJCOSX wB97M-V def2-TZVPD def2/J DEFGRID3
* xyz 0 1
C -1.416 -0.412 -0.903
C 0.884 1.039 -0.363
C 1.576 0.053 0.601
H -3.071 0.426 1.225
H -0.765 -0.684 -1.778
H 1.189 0.951 -1.433
H 1.281 1.994 -0.002
H 3.155 -1.646 1.026
N -2.462 -1.095 -0.585
O 1.339 0.102 1.785
S -3.498 -0.737 0.674
S -0.926 1.112 -0.086
S 2.713 -1.104 -0.160
*
```

=====

#x
C3H5NOS3 | wB97M-V/def2-TZVPD

The geometry in ORCA input format:
```
! RIJCOSX wB97M-V def2-TZVPD def2/J DEFGRID3
* xyz 0 1
C -1.658 0.086 -1.758
C 0.305 0.587 -0.014
C 0.633 0.439 1.401
H -1.103 1.225 -1.993
H -0.878 -0.417 -2.123
H -2.948 0.057 -1.850
H 1.528 -0.799 2.632
H 0.900 -1.697 -0.349
N 0.990 -0.763 1.692
O 1.908 -1.483 0.790
S -1.264 -0.094 -0.002
S 1.339 1.332 -1.044
S 0.248 1.527 2.618
*
```

=====

Top of the stability list: #w, leading by 146.1 kcal/mol.

=====

#w
CH14O6 | wB97M-V/def2-TZVPD

**SMILES string**: CO.O.O.O.O.O

The geometry in ORCA input format:
```
! RIJCOSX wB97M-V def2-TZVPD def2/J DEFGRID3
* xyz 0 1
C -2.402 2.962 -1.229
O -1.122 2.600 -1.741
H -2.345 3.942 -0.755
H -3.142 2.898 -2.091
H -2.743 2.219 -0.484
H -0.710 1.968 -1.132
H 1.262 1.180 -0.378
H 0.498 0.569 0.881
O 0.541 0.631 -0.078
H 0.478 -1.581 2.538
H 0.079 -0.410 3.477
O -0.007 -0.744 2.581
H 2.014 -2.227 2.283
H 1.954 -3.328 1.151
O 1.572 -3.042 2.032
H 2.157 1.352 -2.697
H 1.448 2.583 -2.710
O 2.072 2.126 -2.123
H -0.631 -5.322 0.229
H -0.583 -3.870 0.470
O -0.392 -4.505 -0.226
*
```

=====

#x
CH14O6 | wB97M-V/def2-TZVPD

**SMILES string**: CO.O.O.O.O.O

The geometry in ORCA input format:
```
! RIJCOSX wB97M-V def2-TZVPD def2/J DEFGRID3
* xyz 0 1
C -0.894 3.401 3.127
O -0.790 3.464 1.687
H -0.003 3.790 3.599
H -1.762 4.018 3.414
H -1.316 2.410 3.320
H 0.157 3.468 1.489
H 2.655 -2.192 -1.016
H 2.083 -0.847 -1.351
O 2.603 -1.316 -0.680
H 1.001 -2.380 2.320
H 2.176 -2.415 3.214
O 1.476 -2.994 2.908
H -4.750 -2.538 1.365
H -4.263 -1.897 2.595
O -3.976 -2.069 1.672
H 1.807 1.197 -1.704
H 0.384 1.514 -2.213
O 1.156 0.961 -2.361
H -0.512 -0.908 -5.695
H 0.403 -0.974 -6.887
O 0.412 -0.921 -5.924
*
```

=====

Top of the stability list: #w, leading by 16.9 kcal/mol.